--- A ---
The following is a quantum chemistry calculation of 7 unconnected molecules or ions with the total composition C7H28N14O7, from the OMol25 dataset.

Each line ends with the Mulliken charge.
Atoms and positions in Å:
N -3.98 3.66 0.79  -0.204
C -4.07 4.83 1.45  0.459
N -3.06 5.10 2.32  -0.287
O -5.04 5.58 1.36  -0.703
H -4.58 3.49 0.00  0.194
H -3.17 3.06 0.89  0.260
H -3.01 5.97 2.81  0.182
H -2.49 4.29 2.50  0.212
N 2.63 -2.86 -6.16  -0.366
C 1.93 -3.85 -5.55  0.593
N 1.44 -3.54 -4.35  -0.311
O 1.82 -4.98 -6.04  -0.639
H 2.99 -3.00 -7.09  0.210
H 2.66 -1.93 -5.79  0.161
H 0.86 -4.25 -3.94  0.210
H 1.42 -2.58 -4.06  0.143
N -0.38 3.21 -2.36  -0.398
C -1.65 2.76 -2.60  0.348
N -1.68 1.67 -3.43  -0.322
O -2.61 3.28 -2.06  -0.608
H -0.42 4.02 -1.75  0.230
H 0.27 3.35 -3.12  0.212
H -0.79 1.36 -3.75  0.213
H -2.62 1.43 -3.71  0.225
N -2.95 1.30 3.68  -0.432
C -1.90 2.02 3.29  0.797
N -1.02 2.28 4.30  -0.416
O -1.78 2.34 2.09  -0.914
H -3.00 1.01 4.64  0.154
H -3.78 1.38 3.12  0.255
H -0.16 2.76 4.09  0.250
H -1.11 2.02 5.26  0.153
N -0.83 0.43 -0.20  0.120
C -0.59 -0.89 -0.32  0.498
N 0.09 -1.18 -1.48  -0.329
O -0.79 -1.77 0.52  -0.644
H -0.65 1.07 -0.95  0.023
H -1.36 0.81 0.56  0.112
H 0.48 -2.10 -1.36  0.178
H 0.48 -0.42 -2.00  0.147
N 3.15 -0.13 3.51  -0.414
C 2.32 0.13 2.48  0.535
N 1.60 -0.96 2.10  -0.179
O 2.31 1.20 1.87  -0.664
H 3.24 -0.98 4.03  0.190
H 3.54 0.70 3.92  0.239
H 1.41 -1.76 2.67  0.213
H 0.93 -0.71 1.39  0.104
N 3.78 -5.69 1.02  -0.437
C 2.80 -4.77 1.28  0.591
N 2.37 -4.07 0.20  -0.279
O 2.26 -4.75 2.38  -0.649
H 4.25 -5.51 0.15  0.187
H 4.13 -6.18 1.82  0.246
H 2.70 -4.18 -0.74  0.159
H 1.60 -3.44 0.37  0.189

Summary:
E_HOMO (Ha): -0.3278
Gap between HOMO and LUMO (eV): 8.606
SMILES: NC(N)=O.NC(N)=O.NC(N)=O.NC(N)=O.NC(N)=O.NC(N)=O.NC(N)=O
Charge: 0

--- B ---
The following is a quantum chemistry calculation of 7 unconnected molecules or ions with the total composition C7H28N14O7, from the OMol25 dataset.

Each line ends with the Mulliken charge.
Atoms and positions in Å:
N 27.04 18.54 -12.53  -0.315
C 27.33 19.86 -12.54  0.597
N 28.30 20.25 -13.44  -0.472
O 26.80 20.65 -11.78  -0.666
H 27.44 17.79 -13.07  0.180
H 26.24 18.31 -11.96  0.253
H 28.52 21.23 -13.45  0.239
H 28.99 19.58 -13.72  0.186
N 21.46 25.49 -5.58  -0.405
C 22.60 24.80 -5.26  0.631
N 22.99 23.86 -6.18  -0.258
O 23.15 24.93 -4.18  -0.621
H 20.93 25.32 -6.41  0.151
H 21.14 26.18 -4.93  0.233
H 22.41 23.66 -6.98  0.174
H 23.90 23.43 -6.11  0.167
N 26.91 23.73 -7.78  -0.380
C 26.99 23.39 -6.46  0.630
N 28.22 23.45 -5.90  -0.463
O 25.98 23.20 -5.78  -0.678
H 27.72 23.92 -8.34  0.146
H 26.04 23.71 -8.28  0.255
H 28.23 23.46 -4.89  0.248
H 29.07 23.60 -6.40  0.148
N 25.87 20.68 -8.81  -0.158
C 24.94 20.09 -8.00  0.562
N 24.80 20.62 -6.76  -0.103
O 24.22 19.17 -8.39  -0.699
H 26.44 21.43 -8.48  0.083
H 25.96 20.39 -9.77  0.137
H 25.31 21.38 -6.35  0.001
H 24.05 20.17 -6.27  0.058
N 23.98 17.66 -10.95  -0.235
C 23.70 18.23 -12.16  0.507
N 23.95 17.41 -13.23  -0.337
O 23.29 19.37 -12.29  -0.646
H 24.38 16.74 -10.97  0.163
H 23.73 18.13 -10.10  0.199
H 24.20 16.46 -13.06  0.171
H 23.78 17.71 -14.17  0.218
N 22.22 17.16 -7.92  -0.238
C 20.86 16.96 -8.00  0.534
N 20.18 18.04 -8.52  -0.362
O 20.32 15.90 -7.75  -0.675
H 22.80 16.51 -7.42  0.199
H 22.63 18.07 -8.10  0.221
H 20.64 18.93 -8.53  0.190
H 19.18 17.94 -8.49  0.224
N 21.68 20.02 -2.66  -0.416
C 22.86 20.36 -3.28  0.637
N 22.68 21.20 -4.36  -0.289
O 23.95 19.93 -2.99  -0.631
H 21.74 19.30 -1.96  0.232
H 20.86 20.59 -2.73  0.176
H 21.75 21.51 -4.54  0.131
H 23.47 21.70 -4.73  0.163

Summary:
E_HOMO (Ha): -0.3416
Gap between HOMO and LUMO (eV): 9.539
SMILES: NC(N)=O.NC(N)=O.NC(N)=O.NC(N)=O.NC(N)=O.NC(N)=O.NC(N)=O
Charge: 0

--- C ---
The following is a quantum chemistry calculation of 7 unconnected molecules or ions with the total composition C7H28N14O7, from the OMol25 dataset.

Each line ends with the Mulliken charge.
Atoms and positions in Å:
N 2.41 -2.08 6.62  -0.468
C 3.64 -2.46 6.74  0.567
N 3.67 -3.11 7.83  -0.405
O 4.55 -2.30 5.92  -0.666
H 2.33 -1.68 5.70  0.257
H 1.90 -2.76 7.18  0.259
H 4.51 -3.51 8.22  0.229
H 2.90 -2.72 8.35  0.226
N 1.81 -5.80 -6.42  -0.381
C 1.47 -5.06 -7.46  0.642
N 1.32 -3.83 -7.18  -0.369
O 1.13 -5.56 -8.48  -0.631
H 1.79 -5.36 -5.51  0.142
H 1.91 -6.81 -6.44  0.203
H 1.16 -3.25 -7.99  0.220
H 1.48 -3.47 -6.25  0.175
N 1.11 1.30 -1.14  -0.411
C 0.84 1.91 -0.01  0.574
N -0.11 2.80 -0.17  -0.368
O 1.30 1.70 1.06  -0.598
H 1.88 0.65 -1.17  0.244
H 1.00 1.87 -1.97  0.198
H -0.58 3.25 0.60  0.209
H -0.17 3.20 -1.09  0.151
N 4.64 -4.80 1.15  -0.396
C 3.82 -4.27 0.30  0.671
N 2.64 -4.10 0.89  -0.390
O 3.91 -4.37 -0.93  -0.667
H 5.53 -5.11 0.80  0.220
H 4.43 -4.55 2.11  0.195
H 2.48 -4.38 1.84  0.164
H 1.87 -3.76 0.32  0.204
N -4.78 -1.77 3.42  -0.383
C -3.79 -1.74 4.31  0.650
N -2.76 -1.13 3.80  -0.393
O -3.75 -2.26 5.41  -0.655
H -5.65 -2.23 3.65  0.212
H -4.58 -1.32 2.53  0.159
H -2.77 -1.10 2.79  0.182
H -1.97 -1.18 4.42  0.227
N -3.40 8.67 4.79  -0.465
C -3.11 7.81 3.77  0.604
N -2.90 8.56 2.79  -0.328
O -3.24 6.60 3.78  -0.626
H -2.92 9.55 4.88  0.183
H -3.65 8.21 5.66  0.214
H -2.80 9.55 2.97  0.191
H -3.14 8.15 1.90  0.227
N -1.51 2.77 -8.92  -0.411
C -1.90 2.81 -7.69  0.702
N -3.11 3.21 -7.51  -0.403
O -1.13 2.74 -6.73  -0.695
H -2.13 3.05 -9.66  0.185
H -0.51 2.66 -8.93  0.237
H -3.70 3.42 -8.30  0.165
H -3.34 3.39 -6.54  0.221

Summary:
E_HOMO (Ha): -0.3473
Gap between HOMO and LUMO (eV): 9.715
SMILES: NC(N)=O.NC(N)=O.NC(N)=O.NC(N)=O.NC(N)=O.NC(N)=O.NC(N)=O
Charge: 0

Stability, lowest: C

--- A ---
The following is a quantum chemistry calculation of 7 unconnected molecules or ions with the total composition C7H28N14O7, from the OMol25 dataset.

Each line ends with the Mulliken charge.
Atoms and positions in Å:
N -18.26 -23.28 -11.35  -0.323
C -17.79 -22.60 -12.43  0.664
N -17.63 -21.30 -12.21  -0.423
O -17.40 -23.34 -13.37  -0.789
H -18.51 -24.25 -11.48  0.153
H -18.36 -22.82 -10.46  0.132
H -17.18 -20.80 -12.96  0.239
H -18.15 -20.74 -11.57  0.217
N -20.19 -19.50 -14.56  -0.307
C -21.42 -18.93 -14.51  0.434
N -22.34 -19.75 -13.91  -0.318
O -21.64 -17.78 -14.86  -0.672
H -20.07 -20.47 -14.31  0.226
H -19.42 -18.98 -14.94  0.183
H -22.11 -20.72 -13.76  0.458
H -23.11 -19.28 -13.45  0.186
N -20.00 -23.89 -15.09  0.011
C -21.10 -23.59 -14.38  0.539
N -22.05 -24.56 -14.52  -0.109
O -21.44 -22.44 -14.05  -0.827
H -19.78 -24.70 -15.65  0.199
H -19.40 -23.10 -15.26  -0.158
H -23.00 -24.43 -14.24  0.170
H -21.80 -25.42 -14.98  0.014
N -21.89 -26.00 -11.69  -0.312
C -21.19 -25.36 -10.72  0.629
N -20.05 -26.03 -10.36  -0.429
O -21.48 -24.27 -10.24  -0.633
H -22.78 -25.66 -12.03  0.175
H -21.48 -26.74 -12.22  0.133
H -19.76 -26.80 -10.93  0.165
H -19.57 -25.60 -9.59  0.241
N -24.59 -27.77 -15.47  -0.291
C -25.58 -26.88 -15.66  0.693
N -26.75 -27.39 -16.16  -0.428
O -25.55 -25.69 -15.37  -0.637
H -24.71 -28.75 -15.65  0.178
H -23.70 -27.51 -15.08  0.130
H -27.50 -26.74 -16.29  0.218
H -26.82 -28.35 -16.48  0.153
N -19.72 -27.00 -18.08  -0.424
C -19.99 -27.04 -16.75  0.721
N -18.87 -26.82 -16.00  -0.333
O -21.12 -27.04 -16.24  -0.690
H -20.54 -27.07 -18.67  0.230
H -18.84 -26.72 -18.46  0.167
H -17.95 -26.76 -16.41  0.112
H -18.87 -26.70 -15.01  0.191
N -16.76 -24.19 -18.43  -0.420
C -16.53 -24.61 -17.16  0.580
N -17.08 -23.75 -16.25  -0.206
O -15.99 -25.66 -16.83  -0.667
H -17.23 -23.34 -18.65  0.171
H -16.65 -24.84 -19.19  0.235
H -17.05 -23.89 -15.25  0.277
H -17.49 -22.86 -16.44  0.173

Summary:
E_HOMO (Ha): -0.3310
Gap between HOMO and LUMO (eV): 9.111
SMILES: NC(N)=O.NC(N)=O.NC(N)=O.NC(N)=O.NC(N)=O.NC(N)=O.NC(N)=O
Charge: 0

--- B ---
The following is a quantum chemistry calculation of 7 unconnected molecules or ions with the total composition C7H28N14O7, from the OMol25 dataset.

Each line ends with the Mulliken charge.
Atoms and positions in Å:
N -3.42 -2.01 1.35  -0.287
C -3.97 -1.96 0.20  0.503
N -3.18 -1.28 -0.56  -0.282
O -5.04 -2.40 -0.12  -0.725
H -3.75 -2.60 2.10  0.188
H -2.54 -1.54 1.46  0.139
H -2.39 -0.73 -0.28  0.391
H -3.63 -1.11 -1.46  0.163
N -0.17 -0.67 -3.11  -0.250
C -1.03 -0.14 -3.94  0.609
N -0.68 -0.13 -5.23  -0.410
O -2.01 0.44 -3.49  -0.635
H 0.01 -0.16 -2.25  0.144
H 0.68 -0.97 -3.57  0.186
H -1.21 0.36 -5.94  0.221
H 0.10 -0.67 -5.58  0.140
N -1.46 3.30 -1.57  -0.182
C -1.82 4.35 -2.31  0.599
N -2.21 4.06 -3.51  -0.342
O -1.68 5.52 -1.98  -0.719
H -1.33 3.40 -0.57  0.046
H -1.45 2.34 -1.90  0.209
H -2.11 3.13 -3.91  0.195
H -2.51 4.85 -4.05  0.201
N 4.12 -3.79 0.30  -0.295
C 3.18 -4.43 0.88  0.659
N 3.53 -5.64 1.21  -0.424
O 2.17 -3.85 1.22  -0.642
H 3.91 -2.91 -0.14  0.239
H 5.01 -4.21 0.11  0.159
H 3.03 -6.24 1.85  0.223
H 4.42 -5.97 0.87  0.126
N -1.89 3.81 2.92  -0.510
C -1.89 3.01 1.85  0.871
N -3.08 2.66 1.34  -0.375
O -0.83 2.81 1.25  -0.945
H -2.76 3.79 3.44  0.188
H -0.97 4.15 3.18  0.246
H -3.11 2.03 0.55  0.242
H -3.88 2.86 1.93  0.179
N 3.29 -0.84 3.56  -0.382
C 3.88 -0.37 2.44  0.483
N 4.45 0.81 2.45  -0.448
O 3.78 -1.06 1.42  -0.569
H 3.36 -0.46 4.49  0.161
H 2.95 -1.76 3.33  0.263
H 4.86 1.02 3.34  0.196
H 4.65 1.21 1.54  0.245
N 0.77 0.71 1.22  -0.288
C 0.17 -0.13 0.39  0.488
N 0.86 -1.17 0.11  -0.124
O -0.92 0.14 -0.21  -0.723
H 1.58 0.40 1.73  0.163
H 0.14 1.46 1.46  0.200
H 1.45 -1.58 0.82  0.006
H 0.58 -1.84 -0.60  0.288

Summary:
E_HOMO (Ha): -0.3128
Gap between HOMO and LUMO (eV): 8.709
SMILES: NC(N)=O.NC(N)=O.NC(N)=O.NC(N)=O.NC(N)=O.NC(N)=O.NC(N)=O
Charge: 0

Stability, lowest: B

--- A ---
The following is a quantum chemistry calculation of 2 unconnected molecules or ions with the total composition C7H14N3O, from the OMol25 dataset.

Each line ends with the Mulliken charge.
Atoms and positions in Å:
C -2.29 -1.67 -0.51  -0.825
C -1.80 -2.04 0.69  0.676
C -1.50 -0.54 -0.90  0.531
C -1.99 -3.20 1.67  -1.282
C 3.05 2.32 -0.15  -1.331
C 0.69 2.50 -0.06  -1.191
C 1.82 1.59 -0.39  0.926
N -0.72 -1.30 0.99  -0.222
N -0.49 -0.36 -0.05  -0.338
N 1.80 0.46 -0.92  -0.194
O -1.68 0.30 -1.91  -0.475
H -3.15 -2.10 -0.89  0.402
H -1.26 -3.90 1.40  0.334
H -2.99 -3.70 1.53  0.324
H -1.79 -2.76 2.58  0.400
H 3.07 3.03 -1.01  0.357
H 2.93 2.93 0.72  0.372
H 3.98 1.73 -0.10  0.383
H 0.09 2.60 -0.86  0.368
H 1.15 3.43 0.18  0.445
H 0.18 2.14 0.85  0.296
H -0.23 -1.27 1.82  0.162
H 0.78 -0.02 -0.98  0.313
H -2.25 -0.06 -2.59  0.337
H 2.58 -0.11 -1.13  0.230

Summary:
E_HOMO (Ha): -0.4669
Gap between HOMO and LUMO (eV): 9.821
Charge: +1

--- B ---
The following is a quantum chemistry calculation of a gas-phase ion, C7H14N3O (charge +1), from the OMol25 dataset.

Each line ends with the Mulliken charge.
Atoms and positions in Å:
H -1.44 -0.47 -2.88  0.250
N -0.70 0.15 -2.66  -0.493
C 0.35 -0.27 -2.20  -0.017
C 0.63 -1.76 -1.84  -0.894
C 0.22 -2.07 -0.45  -0.021
N 0.14 -1.10 0.34  -0.115
C 0.02 0.17 0.42  -0.082
N 0.92 1.04 0.77  0.000
C 2.30 0.80 1.02  -0.957
C -1.52 0.59 0.66  0.210
C -1.76 0.58 2.24  -1.120
O -1.80 1.83 0.09  -0.541
H 1.20 0.33 -2.04  0.423
H 0.07 -2.37 -2.48  0.446
H 1.61 -1.96 -1.97  0.366
H -0.01 -3.12 -0.13  0.409
H 0.68 2.03 0.96  0.367
H 2.47 0.30 2.01  0.294
H 2.63 0.16 0.24  0.327
H 2.81 1.74 1.02  0.378
H -2.01 -0.18 0.07  0.381
H -1.75 1.68 2.48  0.333
H -1.01 0.01 2.73  0.346
H -2.69 0.00 2.43  0.329
H -1.36 1.91 -0.80  0.379

Summary:
E_HOMO (Ha): -0.5103
Gap between HOMO and LUMO (eV): 10.148
SMILES: [H]/N=C\C/C=N\C(=[NH+]/C)[C@@H](C)O
Charge: +1

--- C ---
The following is a quantum chemistry calculation of 2 unconnected molecules or ions with the total composition C7H14N3O, from the OMol25 dataset.

Each line ends with the Mulliken charge.
Atoms and positions in Å:
C 0.64 1.32 0.39  -0.037
C 0.01 0.02 0.19  -0.139
C -1.56 -1.70 -0.29  -1.593
C -1.63 0.58 -1.58  -1.399
C -2.29 0.41 0.83  -1.548
C 3.60 -0.91 -0.75  -0.120
C -1.38 -0.21 -0.27  1.952
N 0.91 -0.91 0.23  -0.407
N 1.90 1.14 0.44  -0.475
N 4.60 -0.34 -0.21  -0.207
O 2.08 -0.26 0.46  -0.034
H 0.11 2.25 0.58  0.494
H -1.21 -1.98 0.70  0.423
H -2.58 -2.05 -0.66  0.407
H -0.76 -2.14 -1.00  0.315
H -1.27 -0.03 -2.45  0.343
H -2.75 0.85 -1.54  0.359
H -0.97 1.49 -1.48  0.377
H -3.24 -0.28 0.97  0.335
H -2.03 0.44 1.87  0.378
H -2.54 1.48 0.48  0.387
H 3.02 -0.55 -1.53  0.277
H 3.51 -1.95 -0.56  0.288
H 5.36 -0.78 0.30  0.279
H 4.69 0.76 -0.44  0.345

Summary:
E_HOMO (Ha): -0.5251
Gap between HOMO and LUMO (eV): 10.273
Charge: +1

Stability, lowest: C